[1]
The following is a quantum chemistry calculation of 2 unconnected molecules or ions with the total composition C17H23ClNO9S in a non-equilibrium geometry, from OMol25.

Computed properties:
* E_LUMO: -0.49 eV

Geometry as ORCA input:
```
! wB97M-V def2-TZVPD RIJCOSX def2/J DEFGRID3
* xyz -1 1
C 4.556 0.338 3.205
C 4.302 -0.920 2.418
O 3.781 -1.867 2.910
O 4.696 -0.918 1.107
C 3.663 -0.317 0.290
C 4.066 -0.386 -1.159
C 3.205 0.484 -2.066
C 3.358 1.995 -1.843
C 2.196 2.811 -2.448
C 1.263 3.459 -1.420
C 0.451 2.422 -0.714
C -0.780 1.968 -1.150
C -1.494 0.965 -0.481
C -2.803 0.499 -1.019
C -3.927 0.489 0.003
O -3.910 1.236 0.938
O -4.935 -0.339 -0.280
C -4.821 -1.658 0.311
C -4.959 -1.817 1.783
O -4.677 -2.570 -0.390
C -0.891 0.419 0.668
Cl -1.594 -0.876 1.541
C 0.323 0.895 1.128
N 0.960 1.884 0.432
H 5.610 0.454 3.436
H 4.241 1.218 2.649
H 3.967 0.267 4.109
H 3.546 0.714 0.619
H 2.755 -0.901 0.435
H 5.126 -0.197 -1.302
H 3.913 -1.416 -1.478
H 3.515 0.276 -3.086
H 2.149 0.218 -2.003
H 4.248 2.307 -2.384
H 3.543 2.257 -0.802
H 1.590 2.123 -3.034
H 2.582 3.547 -3.145
H 0.593 4.166 -1.898
H 1.823 4.023 -0.673
H -1.208 2.406 -2.037
H -2.702 -0.466 -1.516
H -3.118 1.243 -1.749
H -4.875 -0.890 2.345
H -4.174 -2.494 2.099
H -5.897 -2.323 1.991
H 0.777 0.500 2.019
H 1.841 2.226 0.775
O -5.001 -5.985 -0.076
S -6.380 -5.495 0.175
O -7.215 -6.616 0.655
O -6.924 -4.941 -1.088
O -6.352 -4.416 1.204
*
```



[2]
The following is a quantum chemistry calculation of a single C17H23N3O2S molecule in a non-equilibrium geometry, from OMol25.

Computed properties:
* E_LUMO: 0.73 eV
* SMILES: C#CCN/C(=N\S(=O)(=O)c1ccc(C)cc1)NC1CCCCC1

Geometry as ORCA input:
```
! wB97M-V def2-TZVPD RIJCOSX def2/J DEFGRID3
* xyz 0 1
C -1.742 3.968 3.856
C -1.846 2.924 3.196
C -2.189 1.831 2.306
N -1.000 0.879 2.190
C -0.508 0.458 0.991
N 0.589 -0.085 0.683
S 1.752 -0.268 1.884
O 1.703 0.762 2.858
O 1.451 -1.547 2.405
C 3.276 -0.474 0.974
C 3.336 -1.435 -0.032
C 4.402 -1.401 -0.890
C 5.496 -0.487 -0.772
C 6.726 -0.462 -1.638
C 5.398 0.495 0.255
C 4.335 0.468 1.163
N -1.129 0.521 -0.243
C -2.543 0.112 -0.465
C -2.879 0.562 -1.923
C -4.337 0.146 -2.356
C -4.376 -1.325 -2.282
C -4.007 -1.924 -0.871
C -2.604 -1.358 -0.343
H -1.612 4.884 4.387
H -2.450 2.228 1.338
H -3.011 1.242 2.790
H -0.285 0.892 2.956
H 2.449 -2.049 -0.242
H 4.523 -2.103 -1.669
H 6.541 -0.249 -2.669
H 6.967 -1.520 -1.567
H 7.551 0.088 -1.218
H 6.178 1.191 0.478
H 4.277 1.262 1.914
H -0.426 0.087 -0.942
H -3.180 0.638 0.214
H -2.857 1.656 -2.017
H -2.100 0.014 -2.490
H -5.133 0.537 -1.674
H -4.575 0.606 -3.404
H -3.703 -1.768 -3.063
H -5.386 -1.605 -2.600
H -4.815 -1.806 -0.151
H -4.013 -3.052 -1.042
H -2.457 -1.796 0.709
H -1.789 -1.741 -0.982
*
```



[3]
The following is a quantum chemistry calculation of a molecular structure, C17H23N5O2PbS in a non-equilibrium geometry, from OMol25.

Computed properties:
* E_LUMO (spin up / spin down): -16.86 / -17.10 eV

Geometry as ORCA input:
```
! wB97M-V def2-TZVPD RIJCOSX def2/J DEFGRID3
* xyz 4 1
N -2.094 0.881 -0.666
C -3.238 1.002 -0.865
C -4.647 1.146 -1.111
H -4.888 0.808 -2.125
H -4.942 2.196 -1.007
H -5.217 0.545 -0.393
N 1.041 1.707 1.474
C 1.524 2.247 2.384
C 2.121 2.916 3.510
H 1.669 3.905 3.642
H 3.197 3.036 3.347
H 1.964 2.329 4.421
N 1.418 -0.239 -1.867
C 2.103 -0.700 -2.693
C 2.943 -1.273 -3.709
H 3.648 -1.981 -3.259
H 3.509 -0.484 -4.217
H 2.332 -1.802 -4.447
Pb 0.115 0.701 -0.296
C 1.552 -0.782 0.724
O 2.371 -1.522 1.245
C -1.010 0.034 1.599
O -1.632 -0.251 2.612
C -0.795 3.818 -1.426
C -0.657 3.131 -2.606
C 0.592 2.736 -3.030
C 1.699 3.025 -2.272
C 1.560 3.715 -1.087
C 0.315 4.109 -0.664
H -1.749 4.152 -1.094
H -1.500 2.916 -3.218
H 0.682 2.226 -3.960
H 2.673 2.747 -2.594
H 2.431 3.953 -0.526
H 0.190 4.662 0.236
C -2.306 -4.416 1.855
N -1.739 -3.073 1.719
C -0.455 -2.772 1.273
S -0.242 -1.434 0.645
N 0.580 -3.698 1.189
C 0.795 -4.795 2.130
H -1.608 -5.193 1.511
H -3.201 -4.503 1.219
H -2.597 -4.597 2.907
H -2.455 -2.327 1.847
H 1.351 -3.578 0.500
H 0.763 -5.763 1.596
H 1.786 -4.686 2.604
H 0.048 -4.774 2.940
*
```



[4]
The following is a quantum chemistry calculation of a single C17H23N7O molecule in a non-equilibrium geometry, from OMol25.

Computed properties:
* E_LUMO: 0.59 eV
* SMILES: CC#CCn1c(N2CCC[C@@H](N)C2)nc2c1C(=O)NC1=NCCCN12

Geometry as ORCA input:
```
! wB97M-V def2-TZVPD RIJCOSX def2/J DEFGRID3
* xyz 0 1
C -5.748 1.250 0.461
C -4.574 0.387 0.138
C -3.618 -0.179 -0.494
C -2.375 -0.774 -1.111
N -1.195 0.011 -0.710
C -0.155 -0.438 0.166
N -0.071 -1.446 1.090
C -1.241 -2.110 1.625
C -1.043 -2.655 3.051
C 0.154 -3.621 3.060
C 1.446 -2.903 2.642
N 2.540 -3.898 2.632
C 1.236 -2.133 1.281
N 0.747 0.459 0.039
C 0.562 1.226 -0.979
C -0.656 1.025 -1.496
C -0.965 1.625 -2.728
O -1.926 1.314 -3.452
N 0.000 2.388 -3.352
C 1.195 2.686 -2.764
N 2.068 3.368 -3.457
C 3.353 3.680 -2.914
C 3.342 3.773 -1.353
C 2.672 2.498 -0.807
N 1.533 2.089 -1.602
H -5.398 2.277 0.326
H -6.467 1.027 -0.286
H -6.147 1.229 1.492
H -2.519 -0.750 -2.170
H -2.326 -1.800 -0.719
H -1.964 -1.332 1.797
H -1.687 -2.872 1.012
H -1.958 -3.156 3.355
H -0.912 -1.873 3.828
H 0.318 -3.975 4.040
H 0.014 -4.555 2.341
H 1.729 -2.245 3.358
H 3.400 -3.690 3.168
H 2.740 -4.173 1.680
H 2.022 -1.360 1.177
H 1.345 -2.841 0.454
H -0.032 2.289 -4.322
H 3.641 4.524 -3.484
H 4.047 2.971 -3.223
H 2.862 4.621 -1.126
H 4.260 3.745 -1.011
H 3.337 1.671 -0.912
H 2.415 2.647 0.260
*
```



[5]
The following is a quantum chemistry calculation of a single C17H23N7O2S molecule in a non-equilibrium geometry, from OMol25.

Computed properties:
* E_LUMO: 0.50 eV
* SMILES: [H]/N=C(/N)CN[C@H]1N[C@H](N2CCOCC2)NC(=O)[C@@H]1c1nc2ccccc2s1

Geometry as ORCA input:
```
! wB97M-V def2-TZVPD RIJCOSX def2/J DEFGRID3
* xyz 0 1
H 3.433 1.465 3.318
N 2.657 1.004 3.734
C 1.527 1.033 3.167
N 0.662 0.348 3.915
C 1.223 1.668 1.844
N -0.143 1.336 1.376
C -0.401 0.137 0.563
N -0.508 -0.984 1.484
C -0.632 -2.284 0.857
N 0.662 -2.497 0.223
C 0.863 -3.110 -1.132
C 0.680 -4.655 -1.012
O 1.542 -5.174 -0.047
C 1.489 -4.556 1.259
C 1.700 -3.006 1.168
N -1.674 -2.247 -0.140
C -1.988 -1.093 -0.783
O -2.586 -1.196 -1.844
C -1.688 0.284 -0.163
C -1.540 1.394 -1.175
N -1.900 2.601 -0.803
C -1.474 3.590 -1.719
C -1.789 4.939 -1.630
C -1.428 5.831 -2.668
C -0.794 5.285 -3.777
C -0.459 3.916 -3.885
C -0.839 3.077 -2.834
S -0.590 1.361 -2.700
H -0.284 0.532 3.686
H 0.894 0.338 4.892
H 1.939 1.310 1.114
H 1.338 2.725 1.909
H -0.529 2.144 0.826
H 0.419 0.022 -0.172
H 0.283 -0.992 2.136
H -0.882 -3.059 1.550
H 0.182 -2.669 -1.856
H 1.919 -2.865 -1.541
H 0.960 -5.108 -1.934
H -0.406 -4.842 -0.807
H 0.499 -4.746 1.715
H 2.231 -4.996 1.901
H 1.603 -2.455 2.132
H 2.705 -2.816 0.787
H -1.902 -3.111 -0.637
H -2.554 0.523 0.499
H -2.311 5.283 -0.736
H -1.662 6.875 -2.642
H -0.523 5.924 -4.646
H 0.079 3.515 -4.771
*
```



[6]
The following is a quantum chemistry calculation of a single C17H23N7O4 molecule in a non-equilibrium geometry, from OMol25.

Computed properties:
* E_LUMO: -0.42 eV
* SMILES: CCOc1nc(NCCN2CCOCC2)nc(Nc2ccc([N+](=O)[O-])cc2)n1

Geometry as ORCA input:
```
! wB97M-V def2-TZVPD RIJCOSX def2/J DEFGRID3
* xyz 0 1
C 0.240 6.925 0.647
C 0.206 5.422 0.854
O 0.780 4.808 -0.296
C 0.857 3.491 -0.293
N 1.382 2.946 -1.378
C 1.476 1.614 -1.355
N 1.972 1.032 -2.452
C 2.014 -0.388 -2.682
C 0.892 -0.911 -3.612
N -0.463 -0.914 -3.115
C -1.145 0.367 -3.087
C -2.634 0.105 -2.843
O -2.839 -0.574 -1.626
C -2.154 -1.805 -1.630
C -0.654 -1.603 -1.851
N 1.107 0.840 -0.324
C 0.553 1.492 0.683
N 0.039 0.817 1.752
C -0.004 -0.534 2.002
C 0.853 -1.442 1.370
C 0.759 -2.787 1.643
C -0.182 -3.245 2.561
N -0.285 -4.646 2.834
O -1.080 -5.003 3.681
O 0.429 -5.400 2.201
C -1.019 -2.349 3.222
C -0.926 -1.006 2.946
N 0.398 2.815 0.757
H -0.326 7.191 -0.242
H 1.265 7.261 0.517
H -0.193 7.424 1.509
H -0.821 5.061 0.980
H 0.780 5.130 1.741
H 2.162 1.658 -3.219
H 1.948 -0.878 -1.712
H 2.975 -0.636 -3.142
H 1.142 -1.949 -3.856
H 0.899 -0.333 -4.541
H -1.013 0.867 -4.048
H -0.778 1.027 -2.286
H -3.185 1.044 -2.768
H -3.036 -0.493 -3.675
H -2.341 -2.265 -0.658
H -2.556 -2.450 -2.426
H -0.156 -2.573 -1.894
H -0.255 -1.023 -1.005
H -0.488 1.418 2.372
H 1.586 -1.070 0.677
H 1.411 -3.500 1.163
H -1.732 -2.727 3.938
H -1.575 -0.305 3.451
*
```



[7]
The following is a quantum chemistry calculation of a molecular structure, C17H24AsBrN4O2ReS5Se in a non-equilibrium geometry, from OMol25.

Computed properties:
* E_LUMO (spin up / spin down): -13.08 / -13.27 eV

Geometry as ORCA input:
```
! wB97M-V def2-TZVPD RIJCOSX def2/J DEFGRID3
* xyz 3 1
Re 0.953 0.789 -0.017
S 3.685 3.355 -2.538
As 2.892 3.232 -0.632
S 3.236 0.933 -0.364
S 0.527 2.879 -0.670
S 3.476 4.432 0.927
C -0.768 2.942 3.078
N -1.013 1.605 3.582
C -1.961 1.122 4.485
C -1.714 -0.170 4.678
N -0.623 -0.589 3.845
C 0.074 -1.900 3.833
C -0.192 0.540 3.222
Se 1.491 0.674 2.392
H -0.606 2.835 1.988
H 0.163 3.357 3.484
H -1.626 3.566 3.297
H -2.625 1.825 5.001
H -2.340 -0.946 5.119
H -0.145 -2.457 4.729
H 1.151 -1.635 3.785
H -0.142 -2.453 2.936
Br -2.681 -2.223 0.808
C -3.924 -0.821 0.447
C -5.288 -0.956 0.719
C -6.210 0.122 0.782
C -5.880 1.379 0.285
C -4.569 1.506 -0.165
C -3.590 0.503 0.057
C -2.128 0.656 -0.451
O -1.866 0.856 -1.669
O -1.127 0.638 0.405
H -5.627 -1.978 0.980
H -7.105 -0.011 1.372
H -6.584 2.197 0.209
H -4.208 2.424 -0.673
C 3.086 -2.865 -0.859
N 3.201 -1.991 -2.006
C 4.580 -1.825 -2.516
C 2.187 -1.261 -2.485
S 0.706 -0.927 -1.591
N 2.234 -0.786 -3.767
C 1.669 0.555 -4.006
C 2.605 -1.703 -4.886
H 3.557 -3.851 -1.022
H 2.049 -3.063 -0.649
H 3.504 -2.382 0.029
H 5.099 -1.159 -1.797
H 4.657 -1.246 -3.490
H 5.061 -2.793 -2.513
H 2.308 1.400 -3.523
H 0.651 0.650 -3.552
H 1.655 0.758 -5.082
H 2.672 -2.721 -4.483
H 3.555 -1.407 -5.399
H 1.860 -1.608 -5.671
*
```



[8]
The following is a quantum chemistry calculation of a molecular structure, C17H24B2F4N8O4S5V in a non-equilibrium geometry, from OMol25.

Computed properties:
* ⟨S²⟩: 2.07
* E_LUMO (spin up / spin down): -6.16 / -6.17 eV

Geometry as ORCA input:
```
! wB97M-V def2-TZVPD RIJCOSX def2/J DEFGRID3
* xyz 1 3
V -0.450 0.713 0.539
C -4.082 2.180 1.475
C -2.846 1.686 0.836
N -1.664 1.960 1.283
O -1.443 2.770 2.342
B -0.674 2.063 3.429
F -0.010 2.971 4.183
F -1.490 1.188 4.106
O 0.380 1.054 2.757
N 0.948 1.375 1.564
C 2.164 1.584 1.249
C 3.252 1.916 2.185
C 2.270 1.319 -0.243
N 1.198 0.747 -0.668
O 1.096 0.432 -1.976
B -0.092 1.117 -2.630
F -0.179 2.404 -2.095
F 0.028 1.051 -3.970
O -1.412 0.395 -2.225
N -1.643 0.680 -0.943
C -2.834 0.965 -0.502
C -4.053 0.748 -1.314
C 3.453 1.624 -1.075
H -3.863 2.545 2.473
H -4.834 1.391 1.514
H -4.489 3.005 0.882
H 2.846 2.103 3.177
H 3.785 2.803 1.834
H 3.967 1.089 2.238
H -3.771 0.557 -2.343
H -4.707 1.620 -1.266
H -4.609 -0.113 -0.930
H 4.372 1.527 -0.496
H 3.383 2.656 -1.436
H 3.480 0.972 -1.943
S -0.240 -2.951 6.636
C -0.023 -2.500 5.123
S -1.369 -2.134 4.059
C -0.484 -1.753 2.674
C 0.997 -1.842 2.796
S 2.038 -1.538 1.604
S 1.539 -2.303 4.371
S -1.309 -1.334 1.283
C 0.678 -3.551 -1.242
N -0.175 -2.492 -1.801
C -1.571 -2.963 -1.758
N -1.768 -4.219 -2.477
C -0.874 -5.231 -1.893
N 0.535 -4.819 -1.953
C 0.888 -4.593 -3.368
N 0.032 -3.568 -3.978
C 0.186 -2.323 -3.228
C -1.364 -4.010 -3.881
H 0.408 -3.704 -0.191
H 1.721 -3.229 -1.299
H -2.208 -2.195 -2.210
H -1.870 -3.114 -0.715
H -0.993 -6.165 -2.443
H -1.154 -5.400 -0.851
H 0.770 -5.530 -3.913
H 1.929 -4.273 -3.429
H -0.454 -1.556 -3.669
H 1.224 -1.988 -3.291
H -1.479 -4.949 -4.422
H -2.010 -3.256 -4.333
*
```



[9]
The following is a quantum chemistry calculation of a single C17H24F3N5O molecule in a non-equilibrium geometry, from OMol25.

Computed properties:
* E_LUMO: 0.62 eV
* SMILES: CC(C)(C)c1nc(N2CC[C@](C)(O)C2)c2ncn(CCC(F)(F)F)c2n1

Geometry as ORCA input:
```
! wB97M-V def2-TZVPD RIJCOSX def2/J DEFGRID3
* xyz 0 1
C -0.476 1.464 -3.570
C 0.720 1.561 -2.583
C 1.881 0.678 -3.127
C 1.102 3.046 -2.460
C 0.312 1.006 -1.194
N -0.308 -0.173 -1.136
C -0.691 -0.676 0.029
N -1.365 -1.897 -0.048
C -1.498 -2.655 -1.294
C -2.057 -3.972 -0.849
C -2.745 -3.712 0.502
C -2.783 -4.937 1.491
O -4.060 -3.246 0.248
C -1.843 -2.628 1.133
C -0.395 -0.006 1.233
N -0.668 -0.232 2.591
C -0.058 0.780 3.194
N 0.588 1.673 2.311
C 1.385 2.817 2.641
C 2.742 2.687 1.962
C 3.756 3.571 2.639
F 4.867 3.502 1.890
F 3.336 4.851 2.708
F 4.019 3.011 3.836
C 0.300 1.171 1.061
N 0.672 1.662 -0.102
H -0.942 0.419 -3.574
H -0.122 1.648 -4.556
H -1.284 2.153 -3.337
H 2.239 1.101 -4.048
H 2.694 0.616 -2.425
H 1.538 -0.332 -3.309
H 0.280 3.603 -2.005
H 1.998 3.131 -1.831
H 1.416 3.435 -3.443
H -2.154 -2.145 -1.998
H -0.572 -2.814 -1.830
H -2.780 -4.372 -1.576
H -1.237 -4.712 -0.742
H -3.088 -4.622 2.494
H -3.516 -5.664 1.108
H -1.823 -5.451 1.524
H -3.952 -2.354 -0.112
H -0.992 -3.153 1.580
H -2.420 -1.988 1.832
H -0.103 0.884 4.282
H 0.820 3.711 2.236
H 1.554 2.907 3.713
H 3.099 1.667 2.008
H 2.613 2.989 0.902
*
```